Below is a cluster of 7 separate species, C21H56O7 in total at a distorted geometry, with properties calculated with wB97M-V/def2-TZVPD.

```
84
Properties=species:S:1:pos:R:3:forces:R:3:lowdin_charge:R:1
C -0.3625 -4.7364 0.0636 -0.5128 0.3827 -0.4666 -0.06
C -1.3232 -5.1388 -1.0523 -0.1427 0.0240 0.1635 -0.50
C -0.8409 -6.3223 -1.8683 0.0814 -0.1649 -0.0754 -0.06
O -2.6063 -5.4759 -0.5178 0.0939 -0.0626 -0.0462 -0.05
H -0.8180 -3.8947 0.5945 0.1032 -0.1041 0.2425 0.07
H 0.5567 -4.3542 -0.3845 0.1713 -0.2382 0.1450 0.07
H -0.1862 -5.5659 0.7451 0.1487 0.0148 0.0331 0.09
H -1.4531 -4.2763 -1.7191 0.1164 0.0098 -0.0173 0.13
H -1.1275 -7.2730 -1.4158 -0.0498 0.1215 0.2089 0.08
H 0.2482 -6.3138 -1.9330 -0.0129 0.0549 -0.1663 0.08
H -1.2627 -6.3114 -2.8731 0.0363 0.0148 -0.0111 0.08
H -2.9050 -4.7329 0.0169 -0.0523 0.0084 0.0090 0.08
C 4.3221 3.2601 0.1648 0.0273 0.0312 0.1579 -0.06
C 4.1441 2.8825 -1.2980 -0.5691 0.0579 -0.0562 -0.46
C 3.9665 1.3582 -1.4646 -0.0524 0.7361 0.2909 -0.04
O 3.0162 3.5933 -1.8501 0.2233 -0.1498 0.0811 -0.06
H 4.1629 4.3249 0.3459 0.1520 0.0433 -0.1937 0.08
H 5.3209 3.0015 0.5192 -0.0291 -0.0422 0.0204 0.09
H 3.6009 2.7251 0.7910 -0.0044 -0.0734 -0.0704 0.06
H 4.9971 3.2165 -1.8879 0.0672 0.0586 0.0697 0.13
H 2.9120 1.1290 -1.6134 -0.0003 0.0620 -0.1085 0.05
H 4.2621 0.8941 -0.5231 0.2811 -0.4081 -0.2678 0.07
H 4.5362 1.0107 -2.3223 0.0159 -0.3302 0.1188 0.08
H 2.4367 3.8037 -1.1123 -0.1064 0.0168 -0.0779 0.07
C -2.9930 1.6360 -1.2119 -0.4784 -0.1096 -0.5735 -0.04
C -2.3560 2.9006 -0.6702 0.1180 -0.5525 0.3943 -0.45
C -3.3456 3.7107 0.1451 0.2165 0.2747 0.1249 -0.05
O -1.2641 2.4594 0.1894 -0.1214 0.3109 -0.3465 -0.08
H -3.9967 1.8209 -1.6068 0.0845 0.2459 0.0775 0.08
H -3.1292 0.8763 -0.4407 0.2337 0.0422 0.1136 0.08
H -2.4417 1.2213 -2.0575 0.2406 -0.1128 0.2379 0.08
H -1.8971 3.4709 -1.4796 -0.2521 0.1456 -0.0913 0.14
H -3.6007 3.1463 1.0431 -0.2178 -0.0971 -0.1177 0.08
H -4.2333 3.9279 -0.4472 -0.0902 -0.0541 0.0769 0.08
H -2.9433 4.6656 0.4938 0.1480 -0.0462 -0.1372 0.08
H -0.6565 3.2010 0.2596 0.1004 -0.0549 0.2150 0.10
C 1.1640 1.2108 -4.9443 0.4823 -0.6437 -0.5228 -0.05
C 0.3189 0.4036 -5.9071 -0.6297 -0.2825 -0.1812 -0.49
C -0.2148 -0.9040 -5.3240 0.0798 0.0088 0.4649 -0.06
O -0.7688 1.2705 -6.2894 0.2272 -0.1932 0.0439 -0.06
H 1.5021 2.0964 -5.4782 -0.2040 0.3312 0.3991 0.08
H 2.0708 0.6697 -4.6600 -0.1099 -0.1403 0.0259 0.08
H 0.5962 1.4020 -4.0365 -0.0198 0.4060 -0.0570 0.07
H 0.8634 0.1301 -6.8186 0.2830 0.2707 0.0856 0.13
H -0.5177 -0.7770 -4.2805 -0.0317 0.0624 -0.0488 0.06
H 0.5511 -1.6824 -5.3456 0.0307 0.0357 -0.0044 0.08
H -1.0869 -1.2776 -5.8614 0.0607 0.0766 -0.1785 0.08
H -1.1562 0.8880 -7.0817 -0.1685 0.0734 0.0191 0.08
C 1.5735 -1.3436 0.9653 0.7967 -0.1907 -0.3042 -0.04
C 0.8876 -0.3106 0.1030 -0.8943 -0.8426 -0.0258 -0.45
C 0.7660 -0.7937 -1.3371 0.8720 0.0695 -0.4120 -0.05
O -0.4582 -0.1815 0.5958 0.3173 0.4852 0.1621 -0.09
H 1.5211 -1.1032 2.0245 -0.2286 -0.0616 0.0187 0.06
H 2.6357 -1.3963 0.6983 -0.0321 0.1090 0.0306 0.09
H 1.1886 -2.3435 0.7640 -0.2840 0.0707 0.2329 0.06
H 1.4189 0.6410 0.1969 -0.1093 0.1109 -0.1517 0.13
H 1.7436 -0.9835 -1.7979 0.0248 0.1122 0.1379 0.08
H 0.2640 -0.0720 -1.9829 -0.1557 0.0289 0.1447 0.06
H 0.2411 -1.7483 -1.3747 -0.2365 0.0957 0.1522 0.08
H -0.7766 0.6930 0.3181 -0.0938 0.0834 0.0796 0.04
C 2.6805 1.3007 3.6230 0.1550 -0.5489 -0.1314 -0.05
C 1.2821 1.5503 4.1703 0.0820 -1.1308 -0.6161 -0.51
C 0.8099 0.3711 5.0264 -0.4925 0.7774 0.5057 -0.05
O 1.1796 2.7957 4.8192 -0.1603 0.1434 0.0631 -0.03
H 2.6765 0.3644 3.0580 -0.0070 0.0376 0.0058 0.06
H 3.4146 1.1443 4.4203 -0.0620 0.2208 0.0823 0.08
H 3.0462 2.0686 2.9425 -0.1406 0.2234 0.1601 0.06
H 0.5851 1.5236 3.3243 0.0347 0.6843 0.0072 0.13
H 1.4982 0.1679 5.8508 0.0790 -0.2706 -0.1485 0.08
H 0.5863 -0.5052 4.4211 0.4196 -0.1534 -0.0027 0.06
H -0.1476 0.6545 5.4781 0.0961 0.0045 0.0108 0.08
H 1.8332 2.8111 5.5262 -0.0050 0.0399 0.0382 0.09
C -2.8714 0.5615 3.4222 0.4311 0.0666 -0.3190 -0.05
C -2.6654 -0.9444 3.3268 -0.4734 0.0321 -0.5360 -0.49
C -3.7866 -1.7455 3.9631 0.1870 -0.1285 0.2699 -0.06
O -2.6457 -1.3554 1.9587 -0.0495 -0.0205 0.1113 -0.07
H -3.8516 0.8893 3.0727 -0.1910 -0.2316 0.2530 0.08
H -2.1635 1.0542 2.7447 0.1381 0.0042 0.2212 0.06
H -2.6703 0.9003 4.4397 -0.1874 0.1606 -0.0159 0.08
H -1.7059 -1.1887 3.7967 0.0157 -0.0630 0.0574 0.12
H -4.6836 -1.6696 3.3500 -0.0393 0.1270 0.0033 0.08
H -4.0083 -1.4034 4.9761 0.0046 0.0530 -0.0427 0.08
H -3.5163 -2.8011 4.0218 0.0070 0.0124 -0.0445 0.08
H -1.9434 -0.8734 1.4987 0.2138 -0.1715 -0.0007 0.03
```
Positions in Å, forces in eV/Å.

Summary:
HOMO level = -9.7 eV
charge = 0
multiplicity = 1
energy above the lowest of the compared OMol25 structures with the same formula, charge and spin = 1.014 eV
E = -37017.3330 eV